Molecular formula: C48H64NP3PdSi
Method: DFT, ωB97M-V/def2-TZVPD

Output
orbital gap	5.899	eV
largest force on an atom	0.91	eV/A
energy relative to the best compared isomer or geometry (same formula, charge and spin)	1.8970	eV

Structure (ORCA input):
```
! wB97M-V def2-TZVPD RIJCOSX def2/J DEFGRID3
* xyz 0 1
Pd -0.3012 0.1266 -0.5521
C -4.4554 1.8516 0.1444
C -4.1182 0.5668 -0.6344
C -3.8100 0.8170 -2.1117
P -2.7322 -0.4699 0.0564
C -3.3192 -2.2255 -0.2415
C -3.2770 -3.0744 1.0257
C -4.6728 -2.4052 -0.9270
C -2.9120 -0.1813 1.8516
C -4.1295 -0.3428 2.5168
C -4.2575 0.0092 3.8467
C -3.1669 0.5427 4.5266
C -1.9577 0.6986 3.8725
C -1.8057 0.3255 2.5292
Si -0.1427 0.4764 1.6582
C 0.6126 2.1857 1.9421
C 1.1394 2.4985 3.1981
C 1.8224 3.6821 3.4252
C 2.0065 4.5758 2.3809
C 1.4876 4.2878 1.1276
C 0.7872 3.1049 0.8950
P -0.0008 2.7025 -0.7105
C 0.8869 3.6165 -2.0631
C 2.2908 3.0531 -2.2273
C 0.9410 5.1502 -2.0998
C -1.6482 3.5562 -0.5682
C -1.7468 4.7050 0.4305
C -2.1889 3.9633 -1.9416
C 1.0474 -0.7983 2.3571
C 0.8708 -1.3646 3.6222
C 1.8099 -2.2351 4.1517
C 2.9361 -2.5638 3.4107
C 3.1142 -2.0272 2.1472
C 2.1755 -1.1528 1.6034
P 2.4170 -0.2333 0.0298
C 4.1135 0.4497 0.4302
C 4.8349 1.1482 -0.7180
C 4.0591 1.3741 1.6436
C 2.7478 -1.4458 -1.3346
C 4.0537 -2.2342 -1.2881
C 2.5551 -0.8102 -2.7148
H -4.4644 2.7153 -0.5224
H -5.4474 1.7748 0.5900
H -3.7696 2.0691 0.9637
H -5.0003 -0.0705 -0.5872
H -2.8617 1.3463 -2.2177
H -3.7090 -0.1157 -2.6697
H -4.5975 1.4132 -2.5783
H -2.5560 -2.6096 -0.9119
H -4.0759 -2.8131 1.7204
H -3.4059 -4.1231 0.7488
H -2.3297 -2.9894 1.5455
H -5.5078 -2.1109 -0.2854
H -4.7574 -1.8718 -1.8731
H -4.7976 -3.4674 -1.1474
H -4.9893 -0.7312 1.9825
H -5.2063 -0.1164 4.3523
H -3.2645 0.8374 5.5636
H -1.1241 1.1294 4.4149
H 1.0566 1.7849 4.0114
H 2.2290 3.8955 4.4055
H 2.5554 5.4956 2.5379
H 1.6297 5.0006 0.3298
H 0.2994 3.2852 -2.9274
H 2.9145 3.3658 -1.3899
H 2.2964 1.9642 -2.2645
H 2.7516 3.4318 -3.1428
H 1.8128 5.5306 -1.5671
H 1.0466 5.4797 -3.1362
H 0.0597 5.6354 -1.6892
H -2.2724 2.7441 -0.1962
H -1.0595 5.5207 0.2006
H -2.7613 5.1120 0.4166
H -1.5312 4.3738 1.4465
H -1.6781 4.8412 -2.3317
H -2.0964 3.1707 -2.6843
H -3.2486 4.2174 -1.8631
H -0.0115 -1.1265 4.2051
H 1.6646 -2.6566 5.1385
H 3.6660 -3.2583 3.8065
H 3.9981 -2.3031 1.5882
H 4.6961 -0.4377 0.6990
H 4.4378 2.1464 -0.8782
H 5.8926 1.2580 -0.4662
H 4.7776 0.6074 -1.6605
H 3.4692 2.2658 1.4237
H 3.6230 0.8879 2.5161
H 5.0686 1.6993 1.9081
H 1.9170 -2.1328 -1.1965
H 4.9320 -1.5904 -1.3668
H 4.1403 -2.8439 -0.3905
H 4.0817 -2.9227 -2.1368
H 3.4267 -0.2328 -3.0312
H 2.3968 -1.5991 -3.4533
H 1.6800 -0.1584 -2.7550
C -1.6473 -2.7843 -4.8056
C -1.4541 -1.5706 -4.1626
C -0.8853 -1.5280 -2.9008
C -0.4619 -2.6746 -2.1941
C -0.6994 -3.9008 -2.8722
C -1.2673 -3.9422 -4.1301
N 0.0076 -2.5411 -0.9202
C 0.7684 -3.5665 -0.3726
C 0.6996 -3.8202 1.0071
C 1.4683 -4.7965 1.6145
C 2.3676 -5.5576 0.8781
C 2.4781 -5.3076 -0.4838
C 1.7006 -4.3386 -1.0967
H -2.0863 -2.8312 -5.7928
H -1.7489 -0.6433 -4.6410
H -0.8051 -0.5356 -2.4297
H -0.4357 -4.8290 -2.3833
H -1.4245 -4.9084 -4.5965
H 0.0429 -3.2110 1.6091
H 1.3711 -4.9538 2.6824
H 2.9645 -6.3258 1.3519
H 3.1805 -5.8757 -1.0834
H 1.8037 -4.1790 -2.1633
*
```

=====

Molecular formula: C48H67MnN4O6P2SSbSi3
Method: DFT, ωB97M-V/def2-TZVPD

Output
orbital gap (spin up / spin down)	4.955 / 4.931	eV
largest force on an atom	0.69	eV/A
energy relative to the best compared isomer or geometry (same formula, charge and spin)	0.0000	eV

Structure (ORCA input):
```
! wB97M-V def2-TZVPD RIJCOSX def2/J DEFGRID3
* xyz 0 2
Mn -0.2336 0.5112 -0.5199
O 1.0857 -0.9231 0.5908
P 2.5691 -0.7881 0.6977
C 3.0409 0.9408 0.9426
P 2.7064 1.8432 -0.6045
O 1.6502 1.1513 -1.3996
C 4.2577 1.8557 -1.5154
C 5.4522 2.2923 -0.9478
C 6.6215 2.2633 -1.6881
C 6.5968 1.8044 -2.9999
C 5.4071 1.3807 -3.5708
C 4.2332 1.4033 -2.8307
C 2.2922 3.5125 -0.1111
C 2.6577 4.0415 1.1268
C 2.2600 5.3201 1.4786
C 1.4956 6.0695 0.5937
C 1.1335 5.5471 -0.6386
C 1.5294 4.2673 -1.0000
C 3.4631 -1.3615 -0.7524
C 4.8467 -1.5244 -0.7385
C 5.5095 -1.8988 -1.8947
C 4.7881 -2.1224 -3.0610
C 3.4114 -1.9607 -3.0779
C 2.7442 -1.5660 -1.9279
C 3.1827 -1.7170 2.1159
C 4.3234 -1.3776 2.8384
C 4.7289 -2.1590 3.9098
C 3.9948 -3.2816 4.2643
C 2.8545 -3.6234 3.5501
C 2.4466 -2.8437 2.4800
H 4.0736 1.0574 1.2726
H 2.3650 1.3110 1.7206
H 5.4745 2.6693 0.0694
H 7.5496 2.6029 -1.2474
H 7.5111 1.7842 -3.5790
H 5.3894 1.0297 -4.5943
H 3.2952 1.0685 -3.2554
H 3.2361 3.4535 1.8304
H 2.5242 5.7243 2.4467
H 1.1690 7.0621 0.8753
H 0.5164 6.1157 -1.3209
H 1.2107 3.8513 -1.9483
H 5.4155 -1.3653 0.1711
H 6.5848 -2.0180 -1.8861
H 5.3064 -2.4230 -3.9628
H 2.8520 -2.1312 -3.9889
H 1.6741 -1.3891 -1.9341
H 4.9031 -0.5000 2.5791
H 5.6145 -1.8892 4.4697
H 4.3109 -3.8903 5.1012
H 2.2796 -4.4972 3.8279
H 1.5541 -3.0980 1.9214
N -1.2510 1.8346 -1.1464
C -1.0552 2.6187 -2.2273
C -1.6320 3.9215 -2.2738
C -1.3838 4.8069 -3.3023
C -0.5510 4.4612 -4.3684
C -0.0096 3.1795 -4.3806
C -0.2617 2.2808 -3.3588
H -2.2702 4.2080 -1.4445
H -1.8500 5.7868 -3.2793
H -0.3584 5.1558 -5.1752
H 0.6205 2.8707 -5.2095
H 0.1869 1.2926 -3.3923
C -2.2777 -0.0399 -4.9849
Si -1.8066 -1.6355 -4.1263
C -0.0956 -2.1311 -4.7277
C -3.0630 -2.9411 -4.6168
Sb -1.6635 -1.3405 -1.5907
Si -1.5328 -3.8096 -0.8836
C -1.6954 -3.9907 0.9846
C 0.1957 -4.4364 -1.2781
C -2.7922 -4.9792 -1.6536
Si -4.0348 -0.6157 -1.0370
C -4.5464 0.6534 -2.3092
C -4.0499 0.1760 0.6654
C -5.2238 -2.0781 -1.0190
H -1.9342 -0.1049 -6.0223
H -1.8281 0.8461 -4.5350
H -3.3574 0.1070 -5.0034
H -0.1233 -2.2986 -5.8078
H 0.2856 -3.0371 -4.2530
H 0.6093 -1.3187 -4.5326
H -3.1259 -2.9849 -5.7077
H -4.0562 -2.6886 -4.2391
H -2.8085 -3.9353 -4.2522
H -0.9357 -3.4144 1.5109
H -1.5472 -5.0479 1.2251
H -2.6781 -3.6974 1.3606
H 0.9437 -3.8236 -0.7732
H 0.4230 -4.4312 -2.3460
H 0.3030 -5.4649 -0.9208
H -3.7639 -4.5096 -1.8087
H -2.9364 -5.8427 -0.9988
H -2.4486 -5.3549 -2.6185
H -3.7448 1.3776 -2.4699
H -5.4205 1.1950 -1.9354
H -4.8191 0.1960 -3.2606
H -3.1890 0.8409 0.7613
H -4.0525 -0.5742 1.4602
H -4.9553 0.7818 0.7628
H -5.4610 -2.4231 -2.0276
H -6.1619 -1.7890 -0.5370
H -4.8149 -2.9244 -0.4640
C -4.6618 -2.3320 6.7209
C -4.0682 -1.3947 5.6800
S -3.9509 0.2582 6.3318
O -2.9891 0.2435 7.4064
O -5.2859 0.7415 6.5579
C -3.2505 1.2042 4.9952
C -1.7334 1.0871 4.9224
N -1.2572 1.4465 3.5935
C -1.0609 0.5498 2.5959
N -0.7116 1.1397 1.4693
C -0.6784 2.4821 1.7162
C -1.0075 2.6838 3.0238
N -1.1581 3.9308 3.6967
O -0.7999 4.9192 3.1084
O -1.6566 3.9275 4.8075
C -1.2207 -0.9155 2.7374
H -4.7139 -3.3405 6.3132
H -5.6669 -2.0153 6.9935
H -4.0447 -2.3523 7.6177
H -4.6885 -1.3370 4.7842
H -3.0583 -1.6987 5.3972
H -3.5587 2.2329 5.1862
H -3.7246 0.8806 4.0654
H -1.3936 0.0706 5.1168
H -1.2739 1.7332 5.6601
H -0.4773 3.2033 0.9421
H -2.2050 -1.1824 3.1288
H -0.4524 -1.3495 3.3825
H -1.1115 -1.3297 1.7386
*
```